A 17-piece molecular cluster, C78H199N9O26 overall in a non-equilibrium geometry, computed with ωB97M-V/def2-TZVPD.

Output
F_max: 4.450 eV/Å
relative energy (zero: lowest compared OMol25 entry of this formula, charge and spin): 66.5 kcal per mole
LUMO: 0.55 eV
total charge: 0
HOMO level: -0.2953 Ha

Cartesian coordinates (Å):
O 1.94 6.94 -2.31
O 2.10 -0.90 -0.64
O -0.64 -0.05 4.63
O -3.33 -5.66 -1.84
O -0.11 3.67 7.68
O -1.38 -1.36 -6.27
O 3.68 -1.77 -4.30
O 11.35 1.97 4.57
O 1.11 3.38 -2.37
O -2.16 -1.43 -2.14
O 6.06 1.25 -2.31
O 1.01 -5.76 -4.30
O -0.56 -7.76 0.76
O 5.49 3.80 2.94
O 1.98 1.51 1.33
O -4.48 7.48 0.00
O -2.98 3.32 7.31
O -1.61 -3.51 3.61
O -4.19 -3.41 6.15
O -5.02 -4.79 -4.26
O -6.10 -1.84 -4.33
O 7.67 -0.52 2.08
O -1.49 5.54 3.40
O -3.89 2.82 1.11
O -2.20 -1.02 -12.57
O -5.85 -2.17 2.12
N -4.74 0.46 2.70
N -1.45 -4.39 6.30
N -1.66 -0.75 -9.04
N 1.12 -5.25 -1.35
N -1.71 0.61 7.37
N 10.29 0.16 2.35
N -2.01 6.88 0.90
N 0.04 1.31 -0.95
N 3.54 0.53 -2.82
C 12.00 1.90 5.82
C -3.59 2.13 7.91
C -5.35 0.20 -3.07
C -0.25 1.47 0.45
C 0.56 -4.35 -2.36
C -4.25 -5.14 -5.37
C -3.22 -1.31 -13.51
C 3.03 6.21 -1.73
C -0.70 6.96 1.62
C -4.93 -0.19 1.40
C -4.09 -7.69 -0.80
C -7.02 -2.92 2.42
C 0.42 -6.45 -5.41
C -1.25 -0.99 5.58
C -4.35 -4.24 -6.54
C -1.00 -4.78 3.80
C -2.66 -5.18 6.55
C 1.84 -2.46 1.16
C 0.75 2.23 1.23
C -3.71 2.68 2.52
C -0.96 4.57 -1.84
C -2.14 7.93 -0.08
C 0.92 3.87 6.66
C 6.41 -1.18 2.23
C 5.02 2.13 -1.97
C -2.27 -0.31 6.44
C 7.26 1.51 -1.65
C 6.47 3.82 1.74
C -4.01 4.25 6.87
C 12.22 1.41 3.57
C 8.66 -1.35 1.51
C 3.90 1.90 -2.92
C -1.08 0.69 -1.64
C 3.69 -3.04 -4.91
C 11.36 1.15 2.23
C 9.86 -0.48 1.12
C -3.48 1.25 2.92
C -5.68 7.19 -0.72
C -2.20 -3.27 2.37
C -5.04 -0.86 -4.14
C -0.50 -4.95 5.26
C -0.78 -0.11 -6.78
C -1.47 6.38 4.51
C 3.90 -2.41 -0.34
C -2.84 -2.56 -1.63
C 2.47 0.16 -3.71
C 0.11 -6.18 -0.86
C -4.49 -6.64 -5.64
C 4.37 6.67 -2.17
C 0.28 -0.72 3.76
C -3.38 7.62 -0.91
C 0.57 3.21 5.35
C -6.17 -1.05 1.36
C -0.33 -8.50 1.96
C -0.56 3.40 -4.07
C 6.13 5.06 0.86
C -4.37 4.08 0.70
C -1.34 -0.75 -1.14
C -3.93 -6.17 -0.59
C -3.74 -4.32 7.15
C 0.01 -4.97 -3.63
C 2.27 3.50 7.24
C -2.64 -1.10 -11.21
C 2.38 -1.31 -3.92
C 0.54 -6.90 0.40
C 0.05 4.17 -2.96
C 2.83 -1.61 0.34
C -2.49 1.24 8.41
C -1.45 -1.45 -4.84
C 7.89 3.95 2.16
C 2.78 6.29 -0.18
C -0.44 5.74 2.45
C -5.22 -3.92 5.32
C -1.37 -0.94 -10.46
C -5.22 -5.55 -0.19
C 3.02 2.35 1.71
C -4.73 -0.25 -5.48
C -0.48 -0.34 -8.30
H 8.02 4.97 2.51
H -5.62 -0.32 -2.12
H -2.08 -0.65 -4.45
H -3.63 -2.29 -13.31
H 4.40 0.08 -3.10
H 3.00 2.47 -2.78
H -4.08 -5.41 -2.46
H 1.48 0.51 -3.40
H -2.96 3.40 2.89
H 0.21 -1.18 -8.34
H -4.97 3.73 6.82
H 2.62 0.63 -4.65
H -0.61 7.92 2.27
H 11.02 2.13 1.94
H -1.62 7.45 4.32
H 2.39 4.12 8.10
H 6.24 2.86 1.30
H 6.58 -2.15 2.66
H -3.61 8.47 -1.60
H -0.49 5.35 -1.25
H 0.85 3.19 0.67
H -1.29 7.85 -0.78
H -3.89 4.77 1.33
H -0.16 -1.62 3.30
H -1.25 4.11 -4.55
H -6.50 7.21 0.02
H 0.93 -1.87 1.41
H 3.27 3.17 1.00
H -0.93 3.69 7.18
H -5.88 -5.59 -1.04
H -0.29 -6.03 5.40
H 9.03 -2.14 2.25
H 7.99 0.75 -2.01
H -1.91 -2.41 -4.62
H -1.87 1.31 -1.53
H 5.42 3.17 -2.22
H -1.88 4.92 -2.28
H 4.63 -2.88 0.36
H -3.56 -2.87 -2.39
H -2.78 -1.37 -14.48
H -0.03 0.61 -8.72
H -6.76 -3.61 3.23
H 0.85 0.65 -1.02
H 1.38 -7.55 0.13
H 0.56 -9.17 1.88
H -0.49 4.94 1.74
H -3.15 -5.98 0.17
H -5.36 -3.19 4.51
H -6.47 -1.31 0.34
H -5.56 0.45 -5.72
H 1.04 -1.10 4.43
H -5.14 -4.53 0.19
H 4.72 -3.27 -5.12
H -0.52 0.56 1.01
H 0.47 -4.44 5.23
H 0.75 -0.04 3.01
H 1.69 -1.48 -4.79
H -5.37 -3.87 -4.33
H -4.27 2.55 8.72
H 12.78 2.69 5.86
H -0.89 0.00 -10.88
H -4.64 2.96 3.07
H 3.39 -3.80 -4.23
H -3.36 -0.28 -11.01
H 2.18 2.45 7.58
H -2.61 0.86 2.42
H -1.13 2.50 -3.70
H -5.32 -4.20 -7.00
H -0.19 -7.85 2.83
H -0.15 -6.90 -1.63
H -0.70 -1.84 -10.62
H 5.82 -0.54 2.96
H 8.57 3.88 1.33
H 4.48 6.57 -3.27
H 5.09 5.90 -1.76
H -2.86 -2.42 2.50
H -4.06 -7.33 -4.91
H 10.62 -1.13 0.77
H -5.68 6.20 -1.11
H 6.06 5.87 1.54
H 12.00 0.80 1.41
H 1.21 -6.83 -6.09
H 0.18 7.07 0.98
H 0.69 2.62 -1.92
H -0.50 6.20 5.04
H -3.34 -2.30 -0.70
H 5.79 -1.39 1.30
H 1.43 3.51 4.72
H 4.52 -1.82 -1.07
H 0.13 3.05 -4.83
H -2.75 -4.09 1.95
H -5.60 -6.22 0.59
H -4.10 4.33 -0.32
H 7.09 1.54 -0.56
H 3.03 7.28 0.17
H -2.17 -1.49 -8.53
H -4.11 -0.87 1.16
H -5.05 0.62 0.64
H -7.42 -3.63 1.68
H 5.77 4.42 3.66
H -5.85 7.89 -1.51
H -3.74 4.74 5.97
H 1.89 -5.77 -1.78
H -1.49 -2.97 1.60
H -4.05 -0.54 -13.46
H -3.16 -2.08 -11.07
H -2.22 6.03 5.21
H 1.72 5.97 -0.10
H -0.16 -5.74 -6.00
H -1.88 1.86 9.15
H -0.47 -1.39 6.18
H 0.11 0.05 -6.21
H -4.83 -7.89 -1.54
H -3.03 0.42 8.90
H -4.54 -4.96 7.48
H -1.19 3.73 -1.20
H -3.33 1.30 4.02
H -0.97 1.17 6.95
H -5.42 4.14 0.85
H -1.91 -0.65 -0.16
H 0.40 2.40 2.24
H -0.83 -5.57 -0.57
H -2.31 8.96 0.23
H -3.22 -5.08 -5.10
H -6.95 -1.50 -4.11
H -5.55 -6.83 -5.80
H 12.99 2.14 3.29
H -3.09 0.02 5.82
H -3.16 -5.64 5.70
H -4.45 0.72 -2.88
H 7.69 2.49 -1.93
H -3.89 0.40 -5.31
H 2.11 7.20 -3.23
H -1.21 1.98 0.54
H 1.37 -3.68 -2.66
H 2.33 -2.91 2.05
H -1.76 -5.56 3.61
H 0.55 2.09 5.32
H -0.21 -4.95 3.08
H 2.67 -0.24 -1.05
H -4.51 -1.07 -6.16
H 3.30 -0.92 1.03
H -4.06 -3.26 -6.33
H -0.26 -4.13 -4.26
H -1.68 -3.45 5.93
H -0.39 -1.22 -0.90
H -6.14 0.94 -3.38
H 3.01 3.57 6.45
H -3.15 -8.21 -1.06
H -4.87 -0.20 3.47
H 0.60 5.71 2.85
H -0.44 3.61 5.04
H -0.23 -3.77 -1.87
H 8.08 3.27 3.03
H 3.33 5.50 0.28
H 6.98 5.18 0.13
H -2.66 -1.17 7.05
H 3.89 1.72 1.84
H 0.88 4.95 6.45
H -1.69 -1.82 5.10
H 3.02 -3.00 -5.78
H 4.54 7.66 -1.82
H -4.43 -8.13 0.13
H 2.80 2.93 2.66
H 11.28 2.11 6.54
H -4.10 4.93 7.75
H 4.73 2.05 -0.93
H -2.63 7.06 1.69
H -6.94 -0.39 1.85
H 5.13 4.92 0.37
H -0.51 -1.36 -4.33
H -1.46 0.80 -6.63
H 8.26 -1.88 0.65
H -4.03 -6.83 -6.60
H -0.07 -7.29 -4.99
H -4.99 -4.93 4.87
H -2.51 -5.95 7.34
H -0.74 0.58 -2.73
H 1.53 -3.29 0.50
H -3.60 -4.62 -7.23
H 12.34 0.91 6.05
H 0.44 5.13 -3.27
H -4.25 -1.52 -3.76
H -4.24 1.65 7.19
H -3.31 6.69 -1.51
H 4.27 2.16 -3.88
H 2.92 5.22 -2.12
H -3.36 -3.73 8.00
H -2.29 -3.46 -1.33
H -7.92 -2.31 2.76
H 12.69 0.44 4.00
H -0.88 -5.59 -3.47
H -1.21 -9.11 2.11
H 0.73 -6.25 1.30
H 9.58 0.25 0.31
H 9.50 0.48 2.84
H 3.34 -3.17 -0.95
H -6.11 -4.10 5.98
H 2.01 -1.80 -3.01